Entry 1:
A molecular structure, C18H18F5GdO2Te in a non-equilibrium geometry. Source: OMol25; level of theory: ωB97M-V/def2-TZVPD.

Geometry as XYZ:
```
45
Properties=species:S:1:pos:R:3
C 0.67726 -1.66641 2.85129
C -0.59810 -2.18154 2.49047
C -0.50259 -2.71088 1.15982
H -1.47405 -2.18453 3.13748
C 0.84804 -2.50226 0.70519
C 1.58030 -1.88287 1.76191
H 2.65338 -1.66640 1.83932
H 0.94744 -1.15923 3.78887
H -1.29300 -3.27907 0.68001
H 1.26779 -2.81698 -0.25004
C -0.66065 2.48119 1.39847
C -0.48576 1.90454 2.68855
C 0.85823 1.45066 2.82561
H -1.30085 1.79172 3.38912
C 1.55618 1.78471 1.61258
C 0.61377 2.42228 0.73233
H 0.85503 2.82790 -0.25577
H -1.58522 2.98444 1.13275
H 1.30111 1.01513 3.71738
H 2.63050 1.61800 1.45437
Gd -0.18723 -0.17061 1.06430
O 0.12918 -0.27846 -1.96937
C -1.11150 -0.81618 -2.52521
C 0.12275 -1.05819 -3.30968
H -1.53083 -1.65808 -1.96535
H -1.80083 -0.05731 -2.90506
H 0.57505 -2.05265 -3.25615
H 1.23160 -1.98457 -5.59871
C 0.87136 -0.96032 -5.71240
C 0.33771 -0.30995 -4.56034
C -0.09634 1.01979 -4.71268
H -0.51206 1.56584 -3.84685
C 0.01321 1.67610 -5.94979
H -0.29255 2.72630 -6.02487
C 0.52525 1.01903 -7.07536
H 0.62759 1.54064 -8.01870
C 0.93648 -0.31236 -6.94520
H 1.33825 -0.83798 -7.80985
F -2.24346 -1.12745 6.88774
Te -1.27390 0.35743 6.22379
F 0.32975 -0.51341 6.83369
F -0.41881 2.04612 5.89154
F -3.01969 1.08042 5.96312
F -1.37223 1.07690 7.96761
O -1.06756 -0.20145 4.49407
```

Electronic energy (Eh): -2379.9411
Spin multiplicity: 8
Molecular weight (u): 646.2
Kohn-Sham gap (spin up / spin down) (eV): 6.730 / 5.034
LUMO level (spin up / spin down) (eV): -0.2089 / -4.0426
Net charge: 0

These are the Löwdin partial charges, in e, on atoms 1 to 6: atom 1 (C): -0.264, atom 2 (C): -0.246, atom 3 (C): -0.229, atom 4 (H): 0.106, atom 5 (C): -0.234, atom 6 (C): -0.213

Entry 2:
A molecular structure, C18H18F6N8O2RhS2Sb in a non-equilibrium geometry. Source: OMol25; level of theory: ωB97M-V/def2-TZVPD.

Geometry as XYZ:
```
56
Properties=species:S:1:pos:R:3
Rh -0.18562 0.20023 0.30901
C 3.62333 0.61744 -1.89384
C 2.17296 0.37587 -1.72438
N 1.73027 -0.54733 -0.92959
N 2.46370 -1.43918 -0.35240
C 2.04346 -2.07010 0.71112
N 2.85001 -2.89712 1.35728
S 0.38627 -1.89340 1.27616
C 1.11147 1.16432 -2.35426
C 1.31706 1.99710 -3.45448
C 0.24267 2.66429 -4.01799
C -1.02429 2.46452 -3.49106
C -1.16037 1.61570 -2.40051
N -0.12832 0.99994 -1.84349
H 3.98896 1.10554 -0.98369
H 3.86778 1.24473 -2.74295
H 4.15406 -0.33095 -1.94969
H 3.84161 -2.82967 1.17215
H 2.57234 -3.22360 2.27249
H 2.30309 2.11729 -3.87123
H 0.39164 3.32151 -4.85971
H -1.88730 2.95425 -3.90731
H -2.13413 1.41750 -1.96844
N -0.33799 6.93719 4.94320
C -0.32093 5.62641 4.64506
C -1.25306 4.74107 5.22987
C -1.22981 3.40509 4.90993
C -0.29355 2.93105 3.99195
C 0.59740 3.79078 3.36443
C 0.60948 5.12091 3.71196
S -0.43389 1.23538 3.51229
O 0.82820 0.53143 3.24907
O -1.29337 0.52448 4.39187
N -1.07449 1.36048 2.01726
C -2.35984 1.15936 1.74949
N -2.56805 0.53283 0.56377
C -3.81655 0.31215 0.18791
C -4.89143 0.69329 0.97589
C -4.57984 1.32928 2.17276
N -3.34302 1.56786 2.54356
H -0.99845 7.30891 5.60548
H 0.35046 7.55938 4.54982
H -1.97450 5.12208 5.93612
H -1.91888 2.70503 5.35481
H 1.28523 3.42552 2.61857
H 1.33719 5.78277 3.26926
H -3.95811 -0.18884 -0.76284
H -5.90889 0.51673 0.67314
H -5.34757 1.66998 2.85470
F 1.46440 1.54823 0.95934
Sb 2.87711 1.00895 2.84818
F 2.84764 -0.90573 3.28855
F 2.49502 2.02168 4.47489
F 3.33775 2.75488 2.11582
F 4.63727 0.90404 3.52570
F 3.65662 0.26848 1.19616
```

Electronic energy (Eh): -3031.3580
Spin multiplicity: 2
Molecular weight (u): 781.2
Energy above the lowest of the compared OMol25 structures with the same formula, charge and spin (eV): 4.490
Kohn-Sham gap (spin up / spin down) (eV): 5.021 / 3.940
LUMO level (spin up / spin down) (eV): -5.4279 / -6.4911
Net charge: +1

These are the Löwdin partial charges, in e, on atoms 1 to 6: atom 1 (Rh): 0.985, atom 2 (C): 0.025, atom 3 (C): -0.201, atom 4 (N): -0.006, atom 5 (N): 0.083, atom 6 (C): -0.751

Entry 3:
A molecular structure, C18H18IN3O3RuSe in a non-equilibrium geometry. Source: OMol25; level of theory: ωB97M-V/def2-TZVPD.

Geometry as XYZ:
```
45
Properties=species:S:1:pos:R:3
Ru -0.60564 -1.03125 -0.24014
C 3.51784 -1.36614 -2.08748
C 3.20057 -0.11975 -1.32380
N 4.17883 0.69481 -0.99470
C 3.91022 1.81309 -0.30482
C 2.65343 2.17966 0.10749
C 2.45077 3.48601 0.83361
O 1.68407 3.35627 2.02426
C 1.57702 1.31572 -0.21237
C 0.23847 1.69962 0.14225
N -0.84366 1.01455 -0.09115
C -2.10377 1.66632 0.15771
C -2.21255 3.01995 0.48313
C -3.44546 3.60857 0.69685
C -4.61539 2.87842 0.56976
C -4.54011 1.54470 0.21648
C -3.29750 0.97044 0.00836
I -3.26538 -1.04444 -0.52313
C 1.86082 0.15599 -0.94583
O 0.93516 -0.70853 -1.33364
H 4.57885 -1.37728 -2.31974
H 2.93734 -1.42219 -3.00862
H 3.26759 -2.25167 -1.49925
H 4.76124 2.44353 -0.07247
H 1.90152 4.18861 0.20227
H 3.42377 3.93952 1.03212
H 2.23952 3.00582 2.72819
H 0.15537 2.66710 0.61270
H -1.34444 3.65306 0.57727
H -3.48633 4.65588 0.96204
H -5.57773 3.34192 0.73430
H -5.44024 0.95589 0.10477
Se 0.56784 -1.50791 1.75834
C -0.52331 -0.30591 2.62805
N -1.28871 0.48307 2.97612
C -1.19234 -4.55313 0.73995
C -0.61098 -4.20101 -0.59016
C -0.32721 -5.28553 -1.57487
O -0.40180 -3.03804 -0.93436
H -1.27113 -5.62770 0.87446
H -2.18672 -4.10578 0.82201
H -0.59332 -4.12005 1.54024
H 0.02502 -6.18878 -1.07990
H 0.37881 -4.94400 -2.32662
H -1.27034 -5.53946 -2.06966
```

Electronic energy (Eh): -3880.4670
Spin multiplicity: 2
Molecular weight (u): 631.3
Energy above the lowest of the compared OMol25 structures with the same formula, charge and spin (eV): 0.535
Kohn-Sham gap (spin up / spin down) (eV): 6.795 / 6.949
LUMO level (spin up / spin down) (eV): -4.5373 / -4.5892
Net charge: +1

These are the Löwdin partial charges, in e, on atoms 1 to 6: atom 1 (Ru): 0.784, atom 2 (C): -0.009, atom 3 (C): -0.250, atom 4 (N): 0.143, atom 5 (C): -0.072, atom 6 (C): -0.132

Entry 4:
2 unconnected molecules or ions with the total composition C18H18N2 in a non-equilibrium geometry. Source: OMol25; level of theory: ωB97M-V/def2-TZVPD.

Geometry as XYZ:
```
38
Properties=species:S:1:pos:R:3
C 1.04257 4.08350 0.17983
C -0.19830 1.69477 0.07837
C 0.68899 2.64785 0.58874
C 1.08925 0.52928 1.69087
C 1.52142 1.88976 1.47800
C 1.76198 -0.36079 2.50531
C 2.71999 2.36209 2.04168
C 2.92139 0.24889 3.12766
C 3.37535 1.51277 2.89005
N 0.02530 0.41137 0.74956
H -0.99056 1.84120 -0.48859
H -0.47189 -0.43215 0.54198
H 0.17369 4.50361 -0.29657
H 1.94641 3.99032 -0.39306
H 1.74402 -1.37340 2.56421
H 3.09782 3.31185 1.71316
H 3.47136 -0.29017 3.76239
H 4.32805 1.74142 3.46921
H 1.23226 4.73231 1.02633
C -3.02592 -2.61577 0.72444
C -1.64776 -0.95560 -2.36919
C -1.41253 -1.93717 -1.32316
C -2.65587 -1.70568 -0.43823
C -3.47162 -0.72306 -1.03846
C -0.65599 -1.01864 -3.38130
C 0.51510 -1.72524 -3.21152
C -0.27387 -2.69204 -1.13693
C 0.70886 -2.57322 -2.08839
N -2.80501 -0.15915 -2.21140
H -3.36529 0.27366 -2.89737
H -0.82377 -0.42605 -4.34783
H -4.37699 -0.39735 -0.79279
H 1.39030 -1.48642 -3.80281
H -0.19186 -3.29893 -0.20930
H -3.42967 -3.55312 0.34337
H -3.60945 -2.14886 1.67274
H 1.72986 -2.94097 -1.85561
H -2.07761 -2.96084 1.13461
```

Electronic energy (Eh): -806.1307
Molecular weight (u): 262.4
Energy above the lowest of the compared OMol25 structures with the same formula, charge and spin (eV): 3.158
Kohn-Sham gap (eV): 8.278
LUMO level (eV): 0.7805
Structure (SMILES): Cc1c[nH]c2ccccc12.Cc1c[nH]c2ccccc12
Net charge: 0

These are the Löwdin partial charges, in e, on atoms 1 to 6: atom 1 (C): -0.042, atom 2 (C): 0.012, atom 3 (C): -0.202, atom 4 (C): -0.171, atom 5 (C): -0.162, atom 6 (C): 0.016

Entry 5:
2 unconnected molecules or ions with the total composition C18H18N2 in a non-equilibrium geometry. Source: OMol25; level of theory: ωB97M-V/def2-TZVPD.

Geometry as XYZ:
```
38
Properties=species:S:1:pos:R:3
C 1.50367 3.78202 -0.31128
C 0.08476 1.66049 -0.10989
C 1.10560 2.48967 0.29935
C 1.05686 0.65502 1.60394
C 1.78441 1.82139 1.36415
C 1.40955 -0.13264 2.71596
C 2.82863 2.28241 2.19457
C 2.58147 0.15896 3.37083
C 3.25745 1.40831 3.15276
N 0.12389 0.48780 0.62408
H -0.57327 1.85080 -0.94085
H -0.40361 -0.36081 0.52603
H 1.21868 3.96395 -1.34682
H 2.59859 3.83602 -0.36922
H 0.75666 -0.93870 3.04005
H 3.24497 3.25537 1.97710
H 2.94706 -0.28890 4.28579
H 4.10830 1.60644 3.79351
H 1.16965 4.65570 0.26145
C -2.46095 -1.82641 1.21839
C -1.92463 -1.22587 -2.40095
C -1.56265 -1.95856 -1.22621
C -2.57718 -1.62980 -0.25967
C -3.59496 -0.97793 -0.88061
C -1.14351 -1.23523 -3.54480
C 0.09080 -1.87066 -3.42888
C -0.27870 -2.49762 -1.14288
C 0.52250 -2.53167 -2.27396
N -3.11309 -0.52828 -2.13088
H -3.80379 -0.48785 -2.87895
H -1.38861 -0.94749 -4.55705
H -4.58630 -0.78132 -0.51262
H 0.66794 -1.87028 -4.34817
H 0.11941 -3.07970 -0.31976
H -1.94007 -2.74937 1.49616
H -3.44489 -1.76761 1.66220
H 1.41131 -3.13452 -2.28570
H -1.79595 -1.09317 1.68284
```

Electronic energy (Eh): -806.1994
Molecular weight (u): 262.4
Energy above the lowest of the compared OMol25 structures with the same formula, charge and spin (eV): 1.287
Kohn-Sham gap (eV): 8.395
LUMO level (eV): 0.8181
Structure (SMILES): Cc1c[nH]c2ccccc12.Cc1c[nH]c2ccccc12
Net charge: 0

These are the Löwdin partial charges, in e, on atoms 1 to 6: atom 1 (C): -0.063, atom 2 (C): -0.033, atom 3 (C): -0.238, atom 4 (C): -0.223, atom 5 (C): -0.150, atom 6 (C): -0.026

Question: What is the net charge in the fourth record?
Answer: 0

Copy entry 1 word for word.
A molecular structure, C18H18F5GdO2Te in a non-equilibrium geometry. Source: OMol25; level of theory: ωB97M-V/def2-TZVPD.

Geometry as XYZ:
```
45
Properties=species:S:1:pos:R:3
C 0.67726 -1.66641 2.85129
C -0.59810 -2.18154 2.49047
C -0.50259 -2.71088 1.15982
H -1.47405 -2.18453 3.13748
C 0.84804 -2.50226 0.70519
C 1.58030 -1.88287 1.76191
H 2.65338 -1.66640 1.83932
H 0.94744 -1.15923 3.78887
H -1.29300 -3.27907 0.68001
H 1.26779 -2.81698 -0.25004
C -0.66065 2.48119 1.39847
C -0.48576 1.90454 2.68855
C 0.85823 1.45066 2.82561
H -1.30085 1.79172 3.38912
C 1.55618 1.78471 1.61258
C 0.61377 2.42228 0.73233
H 0.85503 2.82790 -0.25577
H -1.58522 2.98444 1.13275
H 1.30111 1.01513 3.71738
H 2.63050 1.61800 1.45437
Gd -0.18723 -0.17061 1.06430
O 0.12918 -0.27846 -1.96937
C -1.11150 -0.81618 -2.52521
C 0.12275 -1.05819 -3.30968
H -1.53083 -1.65808 -1.96535
H -1.80083 -0.05731 -2.90506
H 0.57505 -2.05265 -3.25615
H 1.23160 -1.98457 -5.59871
C 0.87136 -0.96032 -5.71240
C 0.33771 -0.30995 -4.56034
C -0.09634 1.01979 -4.71268
H -0.51206 1.56584 -3.84685
C 0.01321 1.67610 -5.94979
H -0.29255 2.72630 -6.02487
C 0.52525 1.01903 -7.07536
H 0.62759 1.54064 -8.01870
C 0.93648 -0.31236 -6.94520
H 1.33825 -0.83798 -7.80985
F -2.24346 -1.12745 6.88774
Te -1.27390 0.35743 6.22379
F 0.32975 -0.51341 6.83369
F -0.41881 2.04612 5.89154
F -3.01969 1.08042 5.96312
F -1.37223 1.07690 7.96761
O -1.06756 -0.20145 4.49407
```

Electronic energy (Eh): -2379.9411
Spin multiplicity: 8
Molecular weight (u): 646.2
Kohn-Sham gap (spin up / spin down) (eV): 6.730 / 5.034
LUMO level (spin up / spin down) (eV): -0.2089 / -4.0426
Net charge: 0

These are the Löwdin partial charges, in e, on atoms 1 to 6: atom 1 (C): -0.264, atom 2 (C): -0.246, atom 3 (C): -0.229, atom 4 (H): 0.106, atom 5 (C): -0.234, atom 6 (C): -0.213

Question: What is the electronic energy in the first record?
Answer: -2379.9411 Eh

Question: Look up the molecular weight of the first one.
Answer: 646.2 u